Entry 1:
A structure of composition C54H59Cl2GeN2O7PTl, computed with ωB97M-V with the def2-TZVPD basis set.

Last column: Mulliken charge in e.
Positions of all 127 atoms, in Å:
Tl: -0.19 -0.28 -0.04  2.379
C: 0.00 1.76 -4.36  -1.121
C: -0.08 0.23 -4.48  1.669
C: -0.77 -0.10 -5.82  -2.160
C: 1.34 -0.36 -4.52  -1.434
O: -0.79 -0.26 -3.39  0.401
Ge: -1.67 -1.95 -3.31  -1.524
O: -3.13 -1.11 -2.47  -0.067
C: -4.19 -1.68 -1.74  2.299
C: -3.71 -2.33 -0.44  -0.436
C: -4.92 -2.73 -2.59  -1.958
C: -5.16 -0.54 -1.39  -1.865
O: -0.77 -2.53 -1.70  0.763
C: -0.18 -3.77 -1.43  1.565
C: 0.02 -3.90 0.08  -0.592
C: 1.19 -3.88 -2.13  -2.063
C: -1.06 -4.94 -1.91  -1.948
H: 0.70 2.17 -5.09  0.431
H: -0.98 2.20 -4.54  0.350
H: 0.32 2.04 -3.36  -0.070
H: -0.27 0.42 -6.64  0.451
H: -0.74 -1.17 -6.01  0.429
H: -1.81 0.22 -5.78  0.409
H: 1.90 0.02 -5.38  0.461
H: 1.87 -0.09 -3.60  0.086
H: 1.28 -1.44 -4.58  0.227
H: -2.97 -3.10 -0.67  -0.696
H: -3.22 -1.59 0.19  -0.271
H: -4.55 -2.78 0.10  0.631
H: -4.26 -3.58 -2.77  0.343
H: -5.83 -3.08 -2.08  0.415
H: -5.20 -2.30 -3.55  0.376
H: -4.64 0.20 -0.78  0.211
H: -5.52 -0.05 -2.30  0.419
H: -6.02 -0.92 -0.83  0.412
H: -0.94 -3.78 0.59  -0.006
H: 0.46 -4.86 0.34  0.467
H: 0.67 -3.10 0.44  -0.422
H: 1.84 -3.08 -1.76  0.143
H: 1.67 -4.84 -1.91  0.485
H: 1.07 -3.77 -3.21  0.402
H: -2.05 -4.86 -1.44  0.293
H: -1.19 -4.89 -2.99  0.371
H: -0.61 -5.89 -1.64  0.467
Cl: -4.20 -1.55 7.08  -0.299
C: -3.31 -1.56 5.57  0.259
C: -2.41 -2.60 5.32  -0.728
C: -1.70 -2.61 4.16  0.517
Cl: -0.59 -3.90 3.84  -0.235
C: -1.81 -1.58 3.13  -0.665
O: -1.10 -1.64 2.11  0.496
C: -2.81 -0.57 3.43  1.060
C: -3.17 0.45 2.49  -0.674
O: -2.81 0.58 1.33  -0.419
C: -3.51 -0.58 4.65  -1.020
H: -2.27 -3.39 6.05  0.445
H: -3.92 1.17 2.90  0.050
H: -4.22 0.22 4.84  0.360
N: -2.54 2.04 -1.70  0.135
C: -2.06 3.29 -1.65  -0.263
C: -2.42 4.29 -2.54  -0.433
C: -2.01 5.61 -2.36  -0.718
C: -1.25 5.99 -1.27  -0.951
C: -0.85 5.01 -0.34  0.812
C: -0.06 5.29 0.80  -0.785
C: 0.34 4.28 1.63  -1.313
C: -0.03 2.96 1.31  -0.349
N: -0.77 2.66 0.27  0.593
C: -1.21 3.65 -0.54  0.604
H: -2.80 1.58 -2.56  0.193
H: -2.20 1.40 -1.00  -0.558
H: -3.05 4.04 -3.39  0.460
H: -2.30 6.36 -3.08  0.353
H: -0.96 7.02 -1.12  0.363
H: 0.23 6.32 0.99  0.362
H: 0.94 4.46 2.51  0.539
H: 0.31 2.14 1.93  0.732
O: 2.01 1.67 3.38  -0.866
C: 2.45 0.70 2.75  0.154
O: 2.15 0.38 1.56  -0.091
C: 3.45 -0.22 3.45  -0.164
C: 3.90 0.15 4.71  -0.462
C: 4.81 -0.63 5.39  -0.649
C: 5.28 -1.79 4.81  -0.740
C: 4.83 -2.18 3.56  -0.318
C: 3.90 -1.41 2.85  -0.312
P: 3.26 -1.92 1.19  1.495
C: 4.05 -3.63 1.17  0.038
C: 5.03 -4.13 0.32  -0.430
C: 5.35 -5.48 0.30  -0.705
C: 4.69 -6.37 1.13  -0.447
C: 3.71 -5.90 2.00  -0.758
C: 3.39 -4.55 2.00  0.019
C: 4.48 -1.10 0.08  0.682
C: 4.45 -1.45 -1.27  -0.346
C: 5.36 -0.91 -2.17  -0.696
C: 6.30 0.01 -1.73  -0.680
C: 6.32 0.39 -0.40  -0.610
C: 5.41 -0.16 0.50  -0.684
H: 3.52 1.07 5.14  0.463
H: 5.16 -0.33 6.38  0.370
H: 6.00 -2.40 5.33  0.416
H: 5.22 -3.09 3.13  0.403
H: 5.58 -3.45 -0.33  0.373
H: 6.11 -5.84 -0.38  0.374
H: 4.93 -7.43 1.10  0.355
H: 3.19 -6.58 2.65  0.379
H: 2.61 -4.18 2.66  0.406
H: 3.70 -2.16 -1.62  0.229
H: 5.33 -1.21 -3.21  0.437
H: 7.01 0.44 -2.43  0.333
H: 7.03 1.13 -0.06  0.381
H: 5.44 0.15 1.54  0.327
C: 2.25 2.19 -1.11  -0.306
C: 3.10 3.24 -1.41  1.357
C: 3.62 4.06 -0.37  -0.402
C: 4.47 5.11 -0.65  -0.668
C: 4.85 5.39 -1.96  -0.536
C: 4.34 4.60 -3.00  -0.515
C: 3.49 3.55 -2.74  -0.577
H: 1.85 1.54 -1.88  -0.343
H: 1.98 1.96 -0.09  -0.324
H: 3.34 3.84 0.65  0.454
H: 4.86 5.72 0.16  0.390
H: 5.53 6.20 -2.18  0.380
H: 4.63 4.82 -4.02  0.393
H: 3.10 2.94 -3.54  0.378

Results
HOMO-LUMO gap (alpha / beta)   6.462 / 6.149 eV
Spin multiplicity   2
Largest force on an atom   0.7 eV/A
Net charge   -2
LUMO energy (alpha / beta)   4.0310 / 3.7188 eV
Relative energy (zero: lowest compared OMol25 entry of this formula, charge and spin)   6.1 kcal/mol



Entry 2:
The molecule C17H22ClN3O2 at a distorted geometry, computed with ωB97M-V with the def2-TZVPD basis set.

Last column: Mulliken charge in e.
Positions of all 45 atoms, in Å:
C: -1.04 1.63 1.99  -1.122
H: -0.12 1.89 2.52  0.365
C: -1.14 2.45 0.71  -0.230
C: -2.47 2.25 -0.05  -1.109
N: -2.79 0.94 -0.57  0.592
C: -1.90 0.41 -1.58  -1.031
C: -0.63 -0.18 -1.05  0.793
N: 0.56 0.34 -1.10  -0.521
C: 1.33 -0.58 -0.44  0.447
N: 0.64 -1.61 -0.02  -0.694
O: -0.64 -1.36 -0.42  -0.061
C: 2.76 -0.42 -0.23  0.069
C: 3.49 -1.40 0.45  -0.410
C: 4.84 -1.23 0.64  -0.694
C: 5.47 -0.09 0.15  0.447
C: 4.76 0.88 -0.52  -0.741
C: 3.40 0.72 -0.71  -0.247
H: 2.82 1.46 -1.24  0.477
H: 5.26 1.76 -0.89  0.416
Cl: 7.17 0.11 0.39  -0.213
H: 5.42 -1.98 1.16  0.418
H: 2.98 -2.27 0.81  0.488
H: -2.43 -0.37 -2.13  0.348
H: -1.63 1.22 -2.26  0.389
C: -3.35 -0.03 0.34  -1.037
H: -3.73 0.48 1.22  0.545
C: -4.55 -0.78 -0.31  0.237
H: -4.18 -1.42 -1.12  0.280
O: -5.14 -1.62 0.67  -0.485
C: -6.44 -1.15 0.99  -0.550
H: -7.19 -1.81 0.51  0.315
C: -6.55 0.27 0.44  -0.598
H: -6.17 0.99 1.16  0.221
H: -7.57 0.53 0.19  0.411
C: -5.63 0.19 -0.78  -0.695
H: -6.17 -0.23 -1.63  0.388
H: -5.21 1.15 -1.06  0.279
H: -6.57 -1.21 2.07  0.310
H: -2.64 -0.79 0.68  0.177
H: -3.29 2.55 0.60  0.435
H: -2.46 2.94 -0.91  0.423
H: -0.31 2.21 0.05  0.199
H: -1.07 3.51 0.96  0.450
H: -1.88 1.84 2.65  0.341
H: -1.02 0.57 1.78  0.178

Results
HOMO-LUMO gap   8.911 eV
Structure (SMILES)   CCCN(Cc1nc(-c2ccc(Cl)cc2)no1)C[C@@H]1CCCO1
Largest force on an atom   1.2 eV/A
LUMO energy   0.3929 eV
Relative energy (zero: lowest compared OMol25 entry of this formula, charge and spin)   52.6 kcal/mol



Entry 3:
A structure of composition C36H71AsGe2N5OPdSSi3, computed with ωB97M-V with the def2-TZVPD basis set.

Last column: Mulliken charge in e.
Positions of all 121 atoms, in Å:
Pd: -0.38 0.62 -0.02  0.288
C: -0.62 -3.51 -2.64  -0.977
Si: -1.77 -3.56 -1.17  0.253
C: -1.09 -4.57 0.26  -0.762
C: -3.39 -4.30 -1.72  -1.050
As: -2.09 -1.33 -0.37  0.336
Si: -3.57 -1.50 1.51  0.154
C: -2.72 -2.14 3.04  -0.379
C: -4.23 0.23 1.78  -0.732
C: -4.98 -2.68 1.15  -1.152
Si: -3.51 -0.30 -1.99  0.253
C: -3.58 1.54 -1.61  -0.612
C: -2.77 -0.66 -3.68  -0.827
C: -5.27 -0.91 -1.94  -1.099
H: -0.29 -4.52 -2.86  0.498
H: 0.27 -2.89 -2.49  0.143
H: -1.14 -3.13 -3.52  0.393
H: -0.94 -5.59 -0.09  0.519
H: -1.81 -4.61 1.08  0.301
H: -0.15 -4.20 0.65  -0.051
H: -3.19 -5.29 -2.13  0.432
H: -3.88 -3.72 -2.50  0.228
H: -4.10 -4.42 -0.89  0.288
H: -1.92 -1.50 3.40  -0.183
H: -2.33 -3.15 2.90  0.308
H: -3.48 -2.20 3.83  0.536
H: -3.43 0.98 1.75  -0.162
H: -4.72 0.29 2.75  0.479
H: -4.97 0.49 1.02  0.403
H: -4.67 -3.72 1.33  0.356
H: -5.38 -2.61 0.15  0.303
H: -5.79 -2.46 1.86  0.412
H: -2.60 1.95 -1.37  -0.465
H: -4.25 1.73 -0.78  0.360
H: -3.97 2.07 -2.48  0.622
H: -1.69 -0.76 -3.65  -0.129
H: -3.03 0.14 -4.37  0.477
H: -3.19 -1.59 -4.08  0.418
H: -5.79 -0.59 -1.03  0.287
H: -5.38 -1.99 -2.02  0.305
H: -5.80 -0.46 -2.79  0.425
C: 2.60 3.18 1.47  -0.624
Ge: 3.64 1.54 1.28  0.575
C: 3.65 0.45 2.89  -0.423
C: 5.39 1.84 0.49  -1.173
Ge: 2.03 0.08 -0.41  0.699
C: 2.91 -1.65 -0.23  0.519
C: 4.28 -1.83 -0.03  0.312
C: 4.83 -3.11 0.03  -0.777
C: 4.01 -4.22 -0.12  -0.866
C: 2.65 -4.06 -0.33  -0.356
C: 2.11 -2.78 -0.37  0.169
C: 2.97 1.17 -1.73  1.045
C: 3.99 0.64 -2.53  -0.845
C: 4.63 1.43 -3.47  -0.967
C: 4.27 2.77 -3.61  -0.806
C: 3.26 3.31 -2.82  -0.690
C: 2.61 2.51 -1.89  0.885
H: 2.66 3.50 2.51  0.637
H: 1.55 3.00 1.23  -0.489
H: 3.00 3.95 0.82  0.539
H: 4.29 0.97 3.62  0.572
H: 4.06 -0.54 2.71  0.388
H: 2.65 0.37 3.30  -0.249
H: 6.00 2.38 1.22  0.493
H: 5.30 2.45 -0.41  0.271
H: 5.90 0.92 0.24  0.391
H: 4.94 -0.98 0.08  0.086
H: 5.89 -3.23 0.19  0.482
H: 4.44 -5.21 -0.09  0.411
H: 2.01 -4.93 -0.45  0.458
H: 1.04 -2.65 -0.51  -0.750
H: 4.29 -0.40 -2.42  0.342
H: 5.41 1.01 -4.09  0.461
H: 4.79 3.39 -4.33  0.459
H: 2.99 4.35 -2.92  0.516
H: 1.82 2.92 -1.28  -0.520
C: 1.48 -2.34 4.33  -0.750
C: 0.83 -2.68 3.01  -0.349
N: 0.53 -1.45 2.31  1.241
C: 0.08 -0.32 2.91  -0.981
N: -0.38 0.66 2.15  1.065
C: -0.81 1.88 2.82  -1.455
C: -1.47 1.58 4.15  -0.331
C: -0.48 0.83 5.02  -0.900
N: 0.15 -0.26 4.26  0.403
C: 0.58 -1.39 5.09  -0.666
H: 2.46 -1.88 4.16  0.093
H: 1.64 -3.24 4.93  0.465
H: -0.07 -3.28 3.18  0.131
H: 1.51 -3.27 2.38  0.305
H: 0.31 -1.50 1.33  -1.024
H: -1.48 2.42 2.16  0.353
H: 0.05 2.55 2.99  0.088
H: -2.36 0.97 3.98  0.073
H: -1.78 2.50 4.65  0.427
H: -0.99 0.38 5.88  0.502
H: 0.29 1.50 5.40  0.356
H: -0.31 -1.92 5.45  0.358
H: 1.09 -0.98 5.96  0.487
C: -0.22 5.59 0.76  -1.200
S: -0.45 4.45 -0.60  0.496
C: -2.16 4.86 -0.95  -1.024
O: -0.46 3.08 0.02  -0.586
H: -0.30 6.61 0.38  0.509
H: 0.78 5.43 1.15  0.252
H: -0.97 5.40 1.52  0.352
H: -2.22 5.91 -1.23  0.498
H: -2.76 4.66 -0.06  0.384
H: -2.50 4.23 -1.77  0.244
C: 0.24 3.25 -4.85  -0.854
N: 0.38 1.85 -4.46  0.394
C: 0.94 0.90 -5.43  -0.960
C: -0.01 1.45 -3.28  -0.490
N: -0.36 1.07 -2.25  -0.098
H: -0.51 3.36 -5.63  0.338
H: 1.20 3.62 -5.22  0.344
H: -0.05 3.84 -3.98  0.171
H: 0.29 0.83 -6.30  0.357
H: 1.02 -0.08 -4.96  0.275
H: 1.93 1.24 -5.73  0.335

Results
HOMO-LUMO gap (alpha / beta)   7.982 / 6.091 eV
Spin multiplicity   4
Largest force on an atom   0.2 eV/A
Net charge   +2
LUMO energy (alpha / beta)   -3.8702 / -6.9958 eV
Relative energy (zero: lowest compared OMol25 entry of this formula, charge and spin)   1.8 kcal/mol



Entry 4:
A cluster of 2 separate species, C5H11O4 in total at a distorted geometry, computed with ωB97M-V with the def2-TZVPD basis set.

Last column: Mulliken charge in e.
Positions of all 20 atoms, in Å:
H: -1.14 -0.56 -1.22  0.416
C: -0.53 0.20 -0.82  0.197
C: -0.19 1.43 -1.28  -0.417
O: -1.29 1.16 -0.36  -0.463
O: -1.57 3.66 -0.70  -0.335
H: -2.39 3.40 -0.24  0.316
C: 0.47 -0.46 0.18  0.809
C: 1.92 -0.83 -0.26  -1.561
C: -0.17 -1.75 0.78  -0.708
O: -1.04 -1.29 1.82  -0.607
O: 0.66 0.50 1.23  -0.583
H: 0.75 1.99 -0.82  0.283
H: -0.50 1.70 -2.38  0.252
H: 1.95 -1.55 -1.10  0.340
H: 2.41 0.11 -0.59  0.329
H: 2.56 -1.25 0.57  0.386
H: -0.75 -2.32 0.04  0.352
H: 0.59 -2.45 1.25  0.314
H: -1.60 -2.05 2.13  0.325
H: -0.14 0.37 1.76  0.355

Results
HOMO-LUMO gap (alpha / beta)   10.333 / 8.407 eV
Spin multiplicity   2
Largest force on an atom   7.3 eV/A
LUMO energy (alpha / beta)   0.6229 / -1.2959 eV
Relative energy (zero: lowest compared OMol25 entry of this formula, charge and spin)   52.3 kcal/mol



Entry 5:
A structure of composition CBr3N2 at a distorted geometry, computed with ωB97M-V with the def2-TZVPD basis set.

Last column: Mulliken charge in e.
Positions of all 6 atoms, in Å:
C: -0.16 -0.48 -0.19  0.237
N: -2.24 0.52 0.40  -0.263
N: -1.27 0.05 0.11  0.602
Br: 0.73 -0.03 -1.67  0.216
Br: 0.63 -1.57 1.18  0.177
Br: 2.31 1.52 0.17  0.032

Results
HOMO-LUMO gap (alpha / beta)   7.432 / 6.538 eV
Largest force on an atom   4.7 eV/A
Net charge   +1
LUMO energy (alpha / beta)   -7.2592 / -8.4879 eV
Relative energy (zero: lowest compared OMol25 entry of this formula, charge and spin)   62.5 kcal/mol



Entry 6:
A structure of composition C18H33N5OPdS3, computed with ωB97M-V with the def2-TZVPD basis set.

Last column: Mulliken charge in e.
Positions of all 61 atoms, in Å:
Pd: 0.34 -0.46 0.27  -0.415
C: 1.24 -0.64 3.41  -0.735
C: -0.22 -0.42 3.81  -0.724
S: -1.45 -0.88 2.55  -0.098
C: -2.47 0.61 2.47  -0.743
C: -1.78 1.94 2.17  -0.832
S: -0.85 1.96 0.61  -0.002
C: 0.73 2.66 1.16  -0.834
C: 1.50 1.89 2.24  -0.864
S: 1.82 0.13 1.87  -0.145
H: 1.43 -1.70 3.25  0.385
H: 1.87 -0.31 4.23  0.402
H: -0.39 0.61 4.09  0.296
H: -0.40 -1.02 4.70  0.481
H: -3.04 0.72 3.39  0.437
H: -3.19 0.38 1.67  0.402
H: -1.11 2.22 2.98  0.367
H: -2.55 2.71 2.12  0.475
H: 0.57 3.68 1.50  0.533
H: 1.31 2.71 0.24  0.200
H: 0.98 1.94 3.20  0.457
H: 2.46 2.39 2.38  0.558
N: 0.67 2.52 -2.43  -0.637
C: 1.56 1.81 -2.59  0.307
N: 2.59 0.99 -2.84  0.448
C: 3.22 0.40 -1.66  0.824
C: 4.17 -0.68 -2.11  -0.859
O: 5.12 -0.20 -3.06  -0.439
C: 4.47 0.31 -4.20  -0.557
C: 3.55 1.46 -3.85  -0.608
H: 2.42 -0.04 -1.04  -0.660
H: 3.76 1.17 -1.09  0.250
H: 3.60 -1.50 -2.56  0.372
H: 4.73 -1.06 -1.26  0.385
H: 3.89 -0.49 -4.68  0.288
H: 5.24 0.65 -4.89  0.360
H: 3.00 1.80 -4.73  0.418
H: 4.14 2.30 -3.45  0.311
C: 0.56 -4.99 -2.84  -0.712
C: 1.50 -4.21 -1.95  -0.628
N: 0.76 -3.12 -1.37  0.133
C: -0.05 -2.31 -2.12  0.178
N: -0.43 -1.18 -1.61  0.041
C: -1.37 -0.38 -2.37  -0.848
C: -1.11 -0.49 -3.86  -0.527
C: -1.20 -1.95 -4.26  -0.826
N: -0.45 -2.79 -3.34  0.265
C: 0.01 -4.05 -3.90  -0.736
H: -0.26 -5.39 -2.24  0.322
H: 1.07 -5.82 -3.33  0.369
H: 2.37 -3.87 -2.54  0.237
H: 1.88 -4.84 -1.14  0.430
H: 1.09 -2.63 -0.54  -0.015
H: -1.26 0.66 -2.05  0.225
H: -2.40 -0.68 -2.14  0.321
H: -0.11 -0.10 -4.07  0.092
H: -1.83 0.10 -4.43  0.421
H: -0.79 -2.10 -5.27  0.457
H: -2.25 -2.28 -4.29  0.272
H: 0.79 -3.85 -4.66  0.358
H: -0.82 -4.51 -4.43  0.369

Results
HOMO-LUMO gap   6.217 eV
Largest force on an atom   0.3 eV/A
LUMO energy   0.6197 eV
Relative energy (zero: lowest compared OMol25 entry of this formula, charge and spin)   4.2 kcal/mol



Q: The highest relative energy (zero: lowest compared OMol25 entry of this formula, charge and spin) belongs to which entry?
A: CBr3N2